Entry w
16
Properties=species:S:1:pos:R:3 method="wB97M-V/def2-TZVPD" e_lumo_ha=0.03956 charge=0 homo_energy_ev=-11.6 smiles=CC.CC
C 0.193 -0.398 -1.733
C 0.544 -0.812 -3.205
H 0.775 0.483 -1.477
H -0.865 -0.190 -1.611
H 0.286 -1.167 -0.983
H 1.618 -0.687 -3.371
H 0.281 -1.864 -3.324
H -0.162 -0.422 -3.955
C -0.898 0.172 2.126
C 0.170 1.057 2.827
H -0.821 0.254 1.065
H -0.603 -0.909 2.234
H -1.852 0.547 2.469
H 0.305 0.605 3.771
H -0.111 2.100 2.718
H 1.129 1.119 2.321


Entry x
16
Properties=species:S:1:pos:R:3 method="wB97M-V/def2-TZVPD" e_lumo_ha=0.04150 charge=0 homo_energy_ev=-11.7 smiles=CC.CC
C -1.139 -2.180 1.190
C 0.190 -2.290 0.448
H -1.801 -3.025 0.951
H -1.083 -2.257 2.272
H -1.667 -1.264 0.937
H 0.498 -1.292 0.147
H 0.104 -2.947 -0.402
H 1.029 -2.716 0.997
C 0.930 2.162 -0.188
C 0.044 2.338 -1.420
H 0.891 1.123 0.125
H 1.963 2.452 -0.389
H 0.575 2.715 0.685
H 0.597 2.607 -2.318
H -0.677 3.145 -1.272
H -0.457 1.429 -1.762


Which of them is most stable, and which least? Most stable: entry x; least stable: entry w.


Entry w
16
Properties=species:S:1:pos:R:3 method="wB97M-V/def2-TZVPD" e_lumo_ha=0.04165 charge=0 homo_energy_ev=-11.4 smiles=CC.CC
C -1.223 -2.434 0.397
C -0.109 -1.549 1.054
H -1.957 -2.771 1.121
H -1.665 -1.894 -0.435
H -0.796 -3.398 0.096
H -0.358 -0.494 0.947
H 0.889 -1.574 0.617
H -0.125 -1.982 2.052
C 0.311 2.399 -0.217
C 1.047 1.543 -1.269
H -0.291 1.936 0.568
H 1.014 3.011 0.356
H -0.391 3.086 -0.695
H 2.119 1.698 -1.168
H 0.782 1.919 -2.256
H 0.753 0.504 -1.167


Entry x
16
Properties=species:S:1:pos:R:3 method="wB97M-V/def2-TZVPD" e_lumo_ha=0.04269 charge=0 homo_energy_ev=-11.1 smiles=CC.CC
C 0.700 -1.756 -2.231
C 1.106 -0.999 -0.943
H -0.285 -1.372 -2.683
H 1.320 -1.504 -3.076
H 0.643 -2.768 -2.070
H 1.547 -0.097 -1.216
H 1.653 -1.548 -0.177
H 0.212 -0.785 -0.249
C -0.879 0.578 1.817
C -0.840 2.086 1.315
H -0.997 -0.099 1.003
H 0.003 0.492 2.423
H -1.733 0.423 2.434
H -0.152 2.620 2.006
H -1.770 2.580 1.322
H -0.527 2.150 0.326


Entry y
16
Properties=species:S:1:pos:R:3 method="wB97M-V/def2-TZVPD" e_lumo_ha=0.04241 charge=0 homo_energy_ev=-11.4 smiles=CC.CC
C 1.059 1.340 -1.439
C -0.122 2.144 -0.845
H 1.726 1.032 -0.642
H 0.735 0.471 -2.005
H 1.659 1.932 -2.127
H 0.252 2.479 0.144
H -0.189 3.144 -1.242
H -0.979 1.522 -0.633
C -1.179 -1.414 1.076
C 0.156 -2.138 1.145
H -1.818 -1.578 1.951
H -1.082 -0.333 0.999
H -1.748 -1.672 0.191
H -0.010 -3.210 1.084
H 0.722 -1.843 2.028
H 0.818 -1.875 0.315


Entry z
16
Properties=species:S:1:pos:R:3 method="wB97M-V/def2-TZVPD" e_lumo_ha=0.04048 charge=0 homo_energy_ev=-11.1 smiles=CC.CC
C 1.806 -1.807 -0.122
C 1.888 -0.442 0.529
H 1.986 -2.503 0.667
H 0.815 -1.897 -0.684
H 2.510 -1.937 -0.971
H 1.060 -0.444 1.294
H 1.738 0.418 -0.134
H 2.771 -0.435 1.251
C -2.599 1.190 0.209
C -1.191 1.032 -0.561
H -2.461 2.237 0.523
H -3.229 1.097 -0.748
H -2.505 0.434 0.952
H -0.490 1.093 0.194
H -1.024 1.855 -1.267
H -1.076 0.110 -1.132


Which of them is most stable, and which least? Most stable: entry y; least stable: entry z.


Entry w
16
Properties=species:S:1:pos:R:3 method="wB97M-V/def2-TZVPD" e_lumo_ha=0.04264 charge=0 homo_energy_ev=-11.4 smiles=CC.CC
C 0.032 -0.516 -2.997
C 0.572 -0.072 -1.660
H 0.372 -1.489 -3.340
H -1.050 -0.384 -3.004
H 0.281 0.225 -3.747
H 0.483 -0.876 -0.920
H 0.173 0.809 -1.168
H 1.663 0.046 -1.627
C -0.115 1.028 2.189
C -0.482 -0.430 2.468
H 0.083 1.548 3.126
H 0.708 1.125 1.501
H -0.984 1.588 1.820
H -1.511 -0.570 2.781
H 0.188 -0.872 3.196
H -0.190 -1.064 1.622


Entry x
16
Properties=species:S:1:pos:R:3 method="wB97M-V/def2-TZVPD" e_lumo_ha=0.04078 charge=0 homo_energy_ev=-11.4 smiles=CC.CC
C 1.407 0.156 1.939
C 1.519 1.476 1.144
H 1.152 0.391 2.980
H 0.625 -0.510 1.549
H 2.335 -0.415 1.980
H 0.954 2.310 1.596
H 1.215 1.214 0.135
H 2.482 1.981 1.233
C -1.810 -1.448 -1.282
C -1.179 -0.184 -1.947
H -1.990 -2.386 -1.806
H -1.138 -1.666 -0.448
H -2.806 -1.235 -0.916
H -0.166 -0.537 -2.211
H -1.704 0.296 -2.756
H -0.896 0.558 -1.188


Entry y
16
Properties=species:S:1:pos:R:3 method="wB97M-V/def2-TZVPD" e_lumo_ha=0.04337 charge=0 homo_energy_ev=-11.0 smiles=CC.CC
C -1.671 -0.167 0.212
C -2.249 -1.402 -0.431
H -2.122 0.070 1.193
H -0.650 -0.300 0.373
H -1.703 0.790 -0.414
H -1.447 -2.253 -0.336
H -2.540 -1.303 -1.455
H -3.034 -1.817 0.164
C 2.317 1.348 0.448
C 1.580 0.247 -0.342
H 2.304 2.285 -0.100
H 1.744 1.662 1.398
H 3.282 0.968 0.806
H 2.302 -0.513 -0.609
H 1.047 0.606 -1.208
H 0.841 -0.221 0.301


Entry z
16
Properties=species:S:1:pos:R:3 method="wB97M-V/def2-TZVPD" e_lumo_ha=0.04015 charge=0 homo_energy_ev=-11.8 smiles=CC.CC
C -2.456 0.309 1.104
C -2.182 1.661 0.442
H -1.812 -0.501 0.761
H -2.347 0.338 2.194
H -3.476 0.009 0.869
H -1.179 1.786 0.039
H -2.400 2.506 1.089
H -2.819 1.796 -0.443
C 1.840 -1.460 -0.431
C 2.802 -0.513 -1.129
H 1.299 -0.969 0.382
H 1.132 -1.967 -1.077
H 2.375 -2.245 0.109
H 2.326 0.086 -1.916
H 3.248 0.196 -0.427
H 3.651 -1.033 -1.568


Which of them is most stable, and which least? Most stable: entry z; least stable: entry y.


Entry w
16
Properties=species:S:1:pos:R:3 method="wB97M-V/def2-TZVPD" e_lumo_ha=0.04020 charge=0 homo_energy_ev=-11.3 smiles=CC.CC
C -2.311 -0.793 -0.849
C -1.524 -2.091 -1.246
H -1.721 0.070 -0.852
H -2.858 -0.543 -1.699
H -2.982 -0.939 0.039
H -1.115 -1.876 -2.148
H -0.818 -2.377 -0.386
H -2.146 -3.011 -1.192
C 1.437 1.538 0.429
C 2.424 1.316 1.656
H 0.484 1.549 0.844
H 1.586 2.510 -0.018
H 1.609 0.708 -0.315
H 3.421 1.343 1.233
H 2.171 0.391 2.163
H 2.343 2.205 2.343


Entry x
16
Properties=species:S:1:pos:R:3 method="wB97M-V/def2-TZVPD" e_lumo_ha=0.04114 charge=0 homo_energy_ev=-11.6 smiles=CC.CC
C 1.395 1.730 -0.998
C 2.571 1.432 -0.062
H 1.561 2.323 -1.901
H 1.109 0.752 -1.406
H 0.511 2.144 -0.512
H 3.363 0.962 -0.640
H 2.235 0.644 0.615
H 2.824 2.321 0.507
C -2.320 -2.194 0.320
C -1.607 -0.894 0.746
H -3.395 -2.003 0.332
H -2.009 -2.471 -0.683
H -2.165 -3.008 1.024
H -1.321 -0.215 -0.055
H -0.666 -1.232 1.198
H -2.086 -0.291 1.515


Entry y
16
Properties=species:S:1:pos:R:3 method="wB97M-V/def2-TZVPD" e_lumo_ha=0.04162 charge=0 homo_energy_ev=-11.4 smiles=CC.CC
C 1.523 -1.737 0.183
C 1.166 -0.989 1.462
H 0.643 -1.867 -0.471
H 2.227 -1.262 -0.492
H 1.766 -2.777 0.408
H 1.593 0.011 1.375
H 1.631 -1.452 2.341
H 0.135 -0.953 1.809
C -0.941 1.625 -0.205
C -1.726 1.113 -1.436
H -1.661 1.883 0.568
H -0.241 0.859 0.111
H -0.431 2.524 -0.548
H -2.515 0.412 -1.175
H -1.082 0.668 -2.198
H -2.157 1.968 -1.967


Entry z
16
Properties=species:S:1:pos:R:3 method="wB97M-V/def2-TZVPD" e_lumo_ha=0.04176 charge=0 homo_energy_ev=-11.4 smiles=CC.CC
C 0.995 -1.232 1.569
C 1.039 -2.374 0.487
H 1.681 -0.486 1.159
H 0.114 -0.706 1.737
H 1.311 -1.551 2.582
H 0.970 -1.902 -0.540
H 2.027 -2.853 0.665
H 0.326 -3.253 0.436
C -0.523 1.266 -0.911
C -1.590 2.300 -1.142
H 0.284 1.304 -1.601
H 0.125 1.597 -0.105
H -0.818 0.234 -0.783
H -2.443 2.172 -0.508
H -1.964 2.417 -2.164
H -1.144 3.270 -0.894


Which of them is most stable, and which least? Most stable: entry x; least stable: entry w.


Entry w
19
Properties=species:S:1:pos:R:3 method="wB97M-V/def2-TZVPD" e_lumo_ha=0.03122 charge=0 homo_energy_ev=-7.2
C -1.347 0.146 -0.396
C -0.108 1.487 0.053
C 0.716 1.989 -1.115
O 0.756 0.786 0.955
C 0.131 -0.370 0.552
C -0.476 -1.091 1.746
C 0.952 -1.276 -0.347
H -1.514 0.651 -1.363
H -2.182 0.389 0.259
H -1.428 -0.913 -0.688
H 1.357 1.287 -1.664
H 1.390 2.715 -0.642
H 0.099 2.550 -1.822
H -1.081 -1.953 1.450
H 0.337 -1.446 2.394
H -1.086 -0.397 2.328
H 1.821 -1.660 0.202
H 1.309 -0.758 -1.239
H 0.351 -2.137 -0.663


Entry x
19
Properties=species:S:1:pos:R:3 method="wB97M-V/def2-TZVPD" e_lumo_ha=0.01050 charge=0 homo_energy_ev=-8.3
C 0.619 -0.635 1.880
C -0.190 0.107 0.818
C -1.640 0.356 1.312
C -0.445 -0.707 -0.401
C -0.513 0.135 -1.617
C 0.932 -0.063 -2.092
O 1.887 0.745 -1.483
H 1.639 -0.836 1.531
H 0.695 -0.047 2.802
H 0.152 -1.599 2.109
H 0.259 1.095 0.616
H -1.598 0.895 2.265
H -2.167 -0.591 1.473
H -2.215 0.961 0.604
H 1.146 -1.130 -1.994
H -1.169 -0.275 -2.396
H -0.683 1.214 -1.494
H 0.995 0.156 -3.143
H 2.296 0.219 -0.790


Which of them is most stable, and which least? Most stable: entry x; least stable: entry w.


Entry w
17
Properties=species:S:1:pos:R:3 method="wB97M-V/def2-TZVPD" e_lumo_ha=0.01329 charge=0 homo_energy_ev=-7.9
C 1.580 1.169 0.218
C 2.625 -0.973 0.193
N 2.496 0.416 0.451
N -1.964 -1.649 -0.031
O 1.437 2.456 0.488
P -3.276 1.115 0.132
P -0.274 0.388 -1.000
P -1.492 -0.141 0.633
H 3.475 -1.149 0.819
H 2.715 -1.092 -0.895
H 1.757 -1.633 0.533
H -1.191 -2.017 -0.379
H -2.477 -2.314 0.671
H 2.338 2.809 0.550
H -2.910 1.027 -1.208
H -4.062 -0.037 0.144
H -0.777 1.626 -1.320


Entry x
17
Properties=species:S:1:pos:R:3 method="wB97M-V/def2-TZVPD" e_lumo_ha="0.00244 / 0.00239" charge=0 homo_energy_ev="-7.5 / -7.5"
C -1.143 -1.402 -0.008
C 0.978 -2.510 -0.409
N 0.715 2.103 1.475
N 0.145 -1.467 0.175
O -2.001 -2.049 -0.502
P 0.447 1.294 -1.325
P -1.866 0.799 1.210
P -0.574 2.276 0.344
H 1.712 -2.836 0.327
H 0.346 -3.347 -0.695
H 1.496 -2.133 -1.294
H 1.395 2.852 1.358
H 0.349 2.168 2.418
H 0.624 -0.682 0.596
H -0.684 1.360 -2.134
H 0.923 2.505 -1.811
H -2.862 1.069 0.277


Which of them is most stable, and which least? Most stable: entry x; least stable: entry w.


Entry w
17
Properties=species:S:1:pos:R:3 method="wB97M-V/def2-TZVPD" e_lumo_ha="0.01657 / 0.01655" charge=0 homo_energy_ev="-8.1 / -8.1"
C 0.187 -0.368 0.901
C -0.828 -1.084 1.784
N -0.383 -0.216 -0.423
O -2.017 1.760 -0.232
H -2.863 1.824 -0.720
H -1.542 0.823 -0.395
H 0.376 0.632 1.334
H 1.144 -0.934 0.874
H -1.742 -0.498 1.836
H -0.417 -1.189 2.794
H -1.060 -2.068 1.401
N 2.374 0.551 -1.167
N 1.487 -0.043 -2.005
N 0.379 -0.460 -1.552
H 1.986 1.117 -0.405
H 3.081 1.014 -1.723
H -0.161 -0.863 -2.302


Entry x
17
Properties=species:S:1:pos:R:3 method="wB97M-V/def2-TZVPD" e_lumo_ha="0.00415 / 0.00414" charge=0 homo_energy_ev="-8.1 / -8.1"
C 1.218 -1.571 1.204
N 0.403 -0.428 0.862
N 0.178 0.485 1.887
N 0.823 0.547 -0.962
N 1.157 1.643 -0.690
H 1.030 0.997 2.126
H -0.558 1.120 1.586
H 0.705 2.258 0.015
H 1.329 -2.183 0.309
H 2.209 -1.247 1.536
H 0.759 -2.161 2.003
C -1.765 0.209 -2.065
O -1.191 0.422 -0.818
H -0.486 -0.550 0.318
H -2.865 0.240 -2.005
H -1.492 -0.762 -2.512
H -1.456 0.980 -2.793


Entry y
17
Properties=species:S:1:pos:R:3 method="wB97M-V/def2-TZVPD" e_lumo_ha=0.02917 charge=0 homo_energy_ev=-9.3 smiles="NC(N)=O.NCN"
N -0.814 -0.809 2.954
C -0.370 -1.473 1.824
N 0.766 -0.943 1.277
O -1.023 -2.349 1.256
H -0.479 0.076 3.250
H -1.678 -1.142 3.315
H 0.962 -1.230 0.337
H 1.138 -0.072 1.546
N -0.390 0.730 -2.865
C -0.307 0.714 -1.417
N 1.019 1.059 -0.805
H -0.038 1.633 -3.161
H 0.044 -0.072 -3.198
H -1.024 1.408 -0.994
H -0.587 -0.296 -1.105
H 1.709 0.730 -1.448
H 1.071 2.034 -0.767


Which of them is most stable, and which least? Most stable: entry y; least stable: entry x.


Entry w
17
Properties=species:S:1:pos:R:3 method="wB97M-V/def2-TZVPD" e_lumo_ha=0.03130 charge=0 homo_energy_ev=-9.0
C 0.316 -0.203 -0.171
C 0.896 -1.554 0.177
N -0.036 0.655 0.902
N -0.361 1.877 0.509
N -1.439 -0.504 0.872
N -0.311 -0.021 -1.442
O 1.860 0.591 -0.506
H 1.765 1.550 -0.435
H -0.549 2.515 1.269
H -0.883 1.947 -0.369
H -1.277 -1.050 1.713
H -2.191 0.081 0.514
H -1.302 -0.066 -1.637
H 0.366 -0.218 -2.167
H 1.767 -1.714 -0.451
H 0.153 -2.332 0.008
H 1.226 -1.556 1.214


Entry x
17
Properties=species:S:1:pos:R:3 method="wB97M-V/def2-TZVPD" e_lumo_ha="0.00721 / 0.00608" charge=0 homo_energy_ev="-7.2 / -7.1"
C -1.286 0.192 -0.211
C -0.379 -0.271 -1.239
N 1.197 0.164 0.048
N 1.386 -1.026 0.799
N 2.157 1.129 0.416
N -2.198 -0.725 0.433
O -1.893 1.431 -0.518
H -2.410 1.676 0.259
H -0.397 0.403 0.576
H 3.048 0.930 -0.039
H 2.104 -1.592 0.355
H 1.703 -0.789 1.741
H 1.818 2.040 0.118
H -1.672 -1.445 0.915
H -2.808 -1.169 -0.246
H -0.156 0.387 -2.069
H -0.214 -1.335 -1.338


Which of them is most stable, and which least? Most stable: entry w; least stable: entry x.


Entry w
18
Properties=species:S:1:pos:R:3 method="wB97M-V/def2-TZVPD" e_lumo_ha=0.01940 charge=0 homo_energy_ev=-8.6
C -2.905 -0.926 -0.226
C -1.827 -0.134 0.443
C -0.137 1.407 -0.389
C 0.507 0.013 0.012
C -0.543 -0.720 0.539
C 1.911 -0.172 0.062
H -2.926 -1.772 0.438
H -3.756 -0.451 -0.289
H -2.420 -1.208 -1.109
H -2.289 0.321 1.519
H -2.025 2.137 -0.011
H -0.181 1.741 -1.230
H 0.326 2.345 0.359
H -0.440 -2.018 0.894
H 3.145 -1.139 -0.598
N -1.632 1.041 -0.332
O 2.326 -1.219 -0.561
O 2.668 0.713 0.523


Entry x
18
Properties=species:S:1:pos:R:3 method="wB97M-V/def2-TZVPD" e_lumo_ha="-0.02585 / -0.03425" charge=0 homo_energy_ev="-8.4 / -8.6"
C -1.031 -1.444 -0.731
C -1.348 -0.272 -1.178
C -4.001 0.034 0.161
C -0.258 -1.725 0.566
C -0.510 1.544 0.345
C 0.411 2.459 -0.315
N 1.087 -2.179 0.361
O -4.265 -1.034 -0.150
O -3.784 1.112 0.478
H -1.289 -2.340 -1.283
H -0.227 -0.788 1.129
H -0.802 -2.489 1.130
H -1.325 2.065 0.860
H -0.154 2.958 -1.111
H 1.267 1.952 -0.758
H 0.743 3.260 0.353
H 1.129 -3.044 -0.165
H 1.644 -1.474 -0.107


Which of them is most stable, and which least? Most stable: entry w; least stable: entry x.


Entry w
12
Properties=species:S:1:pos:R:3 method="wB97M-V/def2-TZVPD" e_lumo_ha=0.02982 charge=0 homo_energy_ev=-8.0 smiles="C=C1C=NNC1"
C -1.825 -0.082 0.440
C -0.509 0.098 0.334
C 0.478 -0.911 -0.182
N 1.751 -0.254 -0.038
N 1.553 1.087 -0.096
C 0.300 1.314 0.119
H -2.499 0.752 0.314
H -0.044 -0.684 -1.146
H -2.261 -1.078 0.468
H 0.492 -1.976 0.053
H 2.630 -0.591 -0.405
H -0.065 2.325 0.139


Entry x
12
Properties=species:S:1:pos:R:3 method="wB97M-V/def2-TZVPD" e_lumo_ha=0.03368 charge=0 homo_energy_ev=-10.0
N -1.696 -0.333 -1.353
C -2.252 -1.336 -1.596
C -0.546 0.423 -0.960
N -0.369 0.330 0.471
C 0.956 0.663 0.952
C 0.474 -0.740 0.983
H 0.282 -0.026 -1.529
H -0.643 1.478 -1.243
H 0.981 1.268 1.853
H 1.731 0.900 0.221
H 0.933 -1.441 0.282
H 0.149 -1.186 1.919


Entry y
12
Properties=species:S:1:pos:R:3 method="wB97M-V/def2-TZVPD" e_lumo_ha=0.01664 charge=0 homo_energy_ev=-8.5
N -1.642 0.225 -0.202
C -0.579 -0.793 -0.469
C 0.400 0.281 -0.991
N 1.576 -0.461 0.354
C 0.161 -0.404 0.805
C -0.375 0.899 0.200
H -1.977 0.615 -1.090
H -0.779 -1.787 -0.870
H 1.559 -0.046 -0.918
H 2.072 0.330 0.780
H -0.086 -0.778 1.809
H -0.330 1.918 0.591


Entry z
12
Properties=species:S:1:pos:R:3 method="wB97M-V/def2-TZVPD" e_lumo_ha=0.02877 charge=0 homo_energy_ev=-10.3 smiles=C[C@H]1N[C@@H]1C#N
C -2.946 -0.266 -0.001
C -1.557 -0.037 -0.446
C -0.542 0.212 0.629
C 0.897 -0.365 0.287
N -4.066 -0.281 0.228
N -1.200 1.271 -0.186
H -1.198 -0.518 -1.276
H -0.981 0.383 1.661
H 1.413 0.369 -0.311
H 0.806 -1.310 -0.392
H 1.430 -0.659 1.261
H -0.530 1.707 -0.908


Which of them is most stable, and which least? Most stable: entry z; least stable: entry y.